C3H5Cl | ωB97M-V/def2-TZVPD

## Properties
Max |F| in Eh/bohr: 0.0937
Frontier orbital gap in eV: 10.73
Electronic energy in hartree: -577.40361
Energy above the lowest of the compared OMol25 structures with the same formula, charge and spin in kcal per mole: 43.67
Lowest unoccupied orbital energy in Eh: 0.039
Charge: 0

The geometry in XYZ format:
```
9
Properties=species:S:1:pos:R:3:forces:R:3:lowdin_charge:R:1
C 0.001745 -0.747932 -0.025065 -2.58 1.89 -2.10 -0.129
C 1.098382 -0.464233 0.608953 0.25 0.42 1.72 -0.650
C -1.046985 0.852819 -0.450754 2.92 -3.71 -0.96 0.011
Cl 2.186987 -1.757649 1.149278 -0.15 0.84 -0.37 0.535
H -0.090341 -1.750254 -0.522723 -0.66 1.19 0.57 0.082
H 1.196553 0.543148 1.045348 0.71 -0.78 -0.06 0.069
H -0.800186 1.621201 0.256144 -0.14 -0.02 0.58 0.021
H -0.448891 1.006639 -1.362185 -0.64 0.40 0.18 0.031
H -2.097263 0.696260 -0.698997 0.29 -0.23 0.46 0.030
```
Forces are in eV/Å.

***

C5H11NO | ωB97M-V/def2-TZVPD

## Properties
Max |F| in Eh/bohr: 0.0401
Frontier orbital gap in eV: 9.63
Electronic energy in hartree: -326.99880
Energy above the lowest of the compared OMol25 structures with the same formula, charge and spin in kcal per mole: 83.18
Lowest unoccupied orbital energy in Eh: 0.040
Charge: 0

The geometry in XYZ format:
```
18
Properties=species:S:1:pos:R:3:forces:R:3:lowdin_charge:R:1
C 1.976986 0.068996 -0.792363 -0.09 -0.30 -0.12 -0.016
C 0.460305 -0.075316 -0.717298 -0.02 0.47 0.24 -0.477
O -0.301976 -0.892453 -1.598293 -1.58 0.40 0.26 -0.087
C -1.709306 -0.174609 -1.091411 0.73 -0.86 -0.43 -0.047
C -1.482274 -0.423877 0.384082 -0.19 -0.06 0.04 -0.182
N -0.040903 -0.487442 0.582055 0.07 0.04 0.07 -0.171
C 0.432540 0.225106 1.737901 0.14 0.10 0.22 -0.105
H 2.304368 0.348970 -1.797128 -0.14 -0.18 0.07 0.082
H 2.541811 -0.797494 -0.443286 -0.16 -0.09 -0.12 0.083
H 2.231128 0.919569 -0.137740 -0.09 -0.33 -0.22 0.078
H 0.089688 0.953437 -0.909286 0.43 0.14 0.14 0.130
H -2.802885 -0.318669 -1.270827 1.01 -1.60 -0.81 0.124
H -1.455589 0.628107 -1.733111 -0.26 1.85 0.65 0.083
H -1.937359 -1.416313 0.512497 0.11 0.12 0.31 0.122
H -1.983668 0.252130 1.090345 0.03 0.17 -0.31 0.124
H -0.123330 -0.127112 2.612026 0.13 0.10 -0.06 0.087
H 1.487854 -0.006478 1.902750 -0.11 0.11 0.05 0.081
H 0.312617 1.323442 1.669089 0.00 -0.08 0.01 0.093
```
Forces are in eV/Å.

***

C5H16N2Si | ωB97M-V/def2-TZVPD

## Properties
Max |F| in Eh/bohr: 0.0771
Frontier orbital gap in eV: 8.73
Electronic energy in hartree: -599.01457
Energy above the lowest of the compared OMol25 structures with the same formula, charge and spin in kcal per mole: 62.96
Lowest unoccupied orbital energy in Eh: 0.030
Charge: 0

The geometry in XYZ format:
```
24
Properties=species:S:1:pos:R:3:forces:R:3:lowdin_charge:R:1
C 0.467691 1.441015 -1.997158 1.13 -1.13 2.57 -0.090
N 0.660977 1.483898 -0.492073 -0.13 0.36 -2.13 -0.383
C 1.023017 2.856761 -0.197357 0.69 -0.97 2.69 -0.137
N -0.496410 1.105638 0.193110 -1.21 -3.20 0.38 -0.120
Si -0.496263 -1.129355 0.532313 0.20 3.77 0.99 0.713
C -0.084042 -2.238671 -0.956154 1.43 1.03 0.21 -0.203
C -2.230063 -1.190070 1.366901 2.82 1.93 2.00 -0.208
C 0.863058 -1.277224 1.914215 0.72 0.47 0.63 -0.231
H 1.479418 1.291422 -2.296256 0.71 0.97 -1.29 0.076
H 0.035458 0.523150 -2.250409 -0.91 -1.64 -0.08 0.023
H -0.189800 2.165435 -2.420331 0.01 1.29 -0.31 0.074
H 1.721115 3.204089 -0.904197 1.04 0.45 -0.72 0.058
H 0.200483 3.498389 -0.160403 -1.84 1.18 -0.52 0.046
H 1.402125 2.969781 0.855797 0.16 -0.44 -0.96 0.093
H -1.330131 1.417270 -0.376033 0.70 -0.52 0.73 0.050
H 1.021154 -2.526277 -0.928871 -1.59 -0.03 0.27 0.055
H -0.780454 -3.068715 -0.912591 0.20 -0.36 -0.32 0.015
H -0.154016 -1.675295 -1.899112 -0.45 -0.31 0.27 0.007
H -2.093731 -1.873584 2.243739 -0.62 0.56 -0.69 0.033
H -2.451970 -0.103253 1.723534 0.69 -1.88 -0.32 0.062
H -3.011187 -1.413310 0.748822 -2.09 -1.12 -1.54 -0.037
H 1.706405 -0.500148 1.748490 -1.42 -1.18 0.09 0.042
H 0.486533 -1.104792 2.993767 0.34 -0.18 -1.83 0.043
H 1.364589 -2.290529 1.916835 -0.57 0.97 -0.11 0.021
```
Forces are in eV/Å.

***

C11H29N2O9P2S2 | ωB97M-V/def2-TZVPD

## Properties
Max |F| in Eh/bohr: 0.0380
Frontier orbital gap in eV: 8.47
Electronic energy in hartree: -2702.06328
Lowest unoccupied orbital energy in Eh: -0.142
Charge: +1

The geometry in XYZ format:
```
55
Properties=species:S:1:pos:R:3:forces:R:3:lowdin_charge:R:1
C 0.929645 -3.943869 -1.626851 -0.33 -0.19 0.54 -0.032
C 0.440749 -2.534069 -1.427422 -0.62 -0.26 0.67 -0.401
C -0.474308 -2.272101 -0.262814 -0.82 -0.36 -1.19 0.005
N 0.697617 -1.522204 -2.189943 1.94 0.15 0.16 -0.070
P 2.190572 -1.522696 -2.926777 -0.66 0.91 -1.01 0.956
C 2.781239 0.198429 -3.164246 -0.19 0.34 0.42 -0.272
C 2.116907 1.185205 -2.188188 0.78 -0.64 0.17 -0.302
N 1.184309 1.940718 -2.520786 -0.49 0.41 -0.37 0.135
P 1.898526 -2.349194 -4.960876 -0.55 -0.62 -1.01 0.326
O 0.715991 -3.199075 -4.954890 -0.35 -0.68 0.69 -0.273
O 3.220021 -3.124995 -5.397761 -0.14 0.54 0.43 -0.124
O 1.658172 -1.103216 -5.917538 0.96 -0.28 0.41 -0.123
H 1.950330 -4.096658 -1.257934 0.04 0.13 -0.20 0.095
H 0.307729 -4.590707 -1.008130 0.13 -0.05 -0.01 0.090
H 0.804619 -4.294074 -2.653387 0.26 0.33 -0.10 0.081
H 0.070775 -1.885059 0.600918 0.02 0.01 -0.03 0.093
H -1.034528 -3.175322 -0.025330 0.21 0.01 0.37 0.089
H -1.212710 -1.548966 -0.617907 0.19 0.30 0.38 0.100
H 3.159505 -2.281855 -2.239201 -0.15 0.08 -0.14 0.056
H 2.516858 0.539510 -4.168868 -0.14 -0.38 -0.03 0.079
H 3.873929 0.238304 -3.128196 -0.04 -0.24 0.25 0.101
H 2.488098 1.237271 -1.164227 0.08 -0.17 -0.04 0.095
H 0.951580 1.791862 -3.506166 -0.27 0.23 0.07 0.066
H 3.087597 -4.065838 -5.182665 0.20 0.08 -0.27 0.105
H 1.117510 -1.460889 -6.648402 -0.03 0.41 -0.02 0.117
O 0.611916 -0.457046 2.889408 -0.24 0.09 -0.12 -0.299
S 1.387690 0.380599 3.761255 0.76 0.11 0.13 0.569
O 0.752367 1.223244 4.721220 -0.38 -0.11 -0.08 -0.260
O 2.385100 1.255436 2.876987 0.01 -0.27 0.04 -0.261
C 1.818753 2.087144 1.840870 -0.37 0.49 -0.40 -0.258
C 1.101452 3.302995 2.391032 -0.11 -0.05 0.25 -0.058
C 2.599116 -0.596280 4.583609 0.09 -0.04 -0.05 -0.116
H 1.156206 1.492346 1.205914 -0.01 -0.12 0.15 0.106
H 2.657516 2.408049 1.223083 0.18 -0.18 0.19 0.115
H 0.223649 3.018995 2.969275 -0.02 0.00 -0.06 0.064
H 0.770077 3.949992 1.578982 0.07 -0.05 -0.06 0.090
H 1.758013 3.867693 3.052875 0.04 0.02 -0.07 0.091
H 3.109375 -1.221749 3.856276 0.00 0.03 -0.01 0.073
H 2.074597 -1.212732 5.310767 -0.07 0.04 -0.02 0.082
H 3.296518 0.065665 5.090237 -0.03 0.03 -0.01 0.080
O -5.062030 2.380140 3.022006 -0.08 0.23 -0.18 -0.264
S -3.825995 2.036479 2.393382 0.22 -0.49 0.16 0.573
O -3.074753 3.009477 1.660132 -0.11 0.15 0.01 -0.282
O -4.064390 0.756100 1.463312 0.18 -0.02 0.12 -0.270
C -5.083008 0.842659 0.448691 -0.43 0.16 -0.49 -0.255
C -4.671765 1.723002 -0.715674 0.14 0.21 0.08 -0.076
C -2.760031 1.272024 3.565329 0.07 -0.13 -0.01 -0.119
H -6.020963 1.183436 0.890804 0.10 0.05 0.14 0.118
H -5.244686 -0.175584 0.097425 0.16 -0.08 0.23 0.119
H -4.555229 2.760730 -0.407330 -0.03 -0.01 0.00 0.070
H -5.425766 1.690595 -1.502704 -0.02 -0.11 0.04 0.082
H -3.714294 1.396894 -1.124810 -0.04 -0.05 -0.03 0.078
H -3.309757 0.506900 4.106627 -0.03 0.01 -0.04 0.079
H -2.421083 2.046145 4.250768 -0.05 0.06 -0.05 0.082
H -1.909327 0.846140 3.037837 0.00 -0.01 0.02 0.053
```
Forces are in eV/Å.